No. 1
161
Properties=species:S:1:pos:R:3 method="wB97M-V/def2-TZVPD" smiles=COC[C@H](C)N.COC[C@H](C)N.COC[C@H](C)N.COC[C@H](C)N.COC[C@H](C)N.COC[C@H](C)N.COC[C@H](C)N.CC(C)O.CC(C)O.CO.CO.CO relative_energy_kj_mol=407.03 multiplicity=1 homo_lumo_gap_ha=0.3281
C 10.750 -18.064 -4.070
O 10.433 -17.582 -5.354
C 11.361 -17.648 -6.417
C 11.226 -16.437 -7.412
C 11.915 -16.617 -8.788
N 11.711 -15.165 -6.971
H 10.023 -17.992 -3.261
H 11.693 -17.624 -3.746
H 10.957 -19.128 -3.952
H 12.404 -17.728 -6.112
H 11.178 -18.566 -6.974
H 10.148 -16.388 -7.562
H 12.990 -16.548 -8.623
H 11.548 -15.901 -9.524
H 11.648 -17.581 -9.221
H 11.232 -14.963 -6.106
H 11.593 -14.368 -7.581
C 0.887 -15.340 -11.131
O 1.527 -15.380 -12.414
C 0.882 -14.504 -13.374
C -0.461 -15.156 -13.923
C -0.822 -14.985 -15.428
N -1.617 -14.592 -13.238
H 1.069 -14.351 -10.712
H 1.486 -16.004 -10.507
H -0.169 -15.604 -11.184
H 0.813 -13.521 -12.908
H 1.483 -14.401 -14.278
H -0.410 -16.220 -13.691
H -1.799 -15.395 -15.686
H -0.070 -15.251 -16.171
H -0.994 -13.952 -15.730
H -1.505 -14.863 -12.271
H -2.456 -15.035 -13.584
C 5.105 -26.842 -14.590
O 5.274 -25.447 -14.818
C 4.199 -24.834 -15.480
C 4.375 -23.262 -15.792
C 5.559 -23.160 -16.728
N 4.430 -22.584 -14.515
H 5.786 -27.273 -13.856
H 5.260 -27.318 -15.559
H 4.087 -27.057 -14.264
H 4.016 -25.407 -16.390
H 3.298 -25.017 -14.895
H 3.490 -22.928 -16.334
H 5.433 -23.748 -17.638
H 6.482 -23.446 -16.225
H 5.789 -22.138 -17.031
H 4.629 -21.594 -14.533
H 5.174 -23.023 -13.992
C 4.559 -10.852 -12.607
O 4.429 -9.439 -12.711
C 3.082 -9.087 -12.961
C 2.988 -7.579 -13.421
C 1.565 -6.894 -13.272
N 3.461 -7.456 -14.824
H 4.533 -11.283 -13.608
H 3.927 -11.393 -11.903
H 5.596 -11.112 -12.395
H 2.523 -9.704 -13.666
H 2.629 -9.240 -11.982
H 3.658 -7.120 -12.694
H 0.911 -7.380 -13.997
H 1.465 -5.868 -13.624
H 1.165 -6.985 -12.262
H 3.541 -6.449 -14.804
H 4.395 -7.839 -14.854
C 13.892 -21.736 -9.284
O 15.291 -21.915 -9.302
C 16.076 -20.838 -8.908
C 16.632 -20.074 -10.098
C 17.393 -20.801 -11.190
N 17.254 -18.930 -9.687
H 13.649 -21.593 -8.231
H 13.271 -22.518 -9.722
H 13.705 -20.873 -9.924
H 15.635 -20.186 -8.154
H 16.916 -21.271 -8.365
H 15.783 -19.756 -10.704
H 18.333 -21.265 -10.891
H 17.574 -20.359 -12.170
H 16.722 -21.618 -11.455
H 18.146 -19.246 -9.331
H 17.510 -18.355 -10.477
C -2.475 -20.609 -10.841
O -1.649 -21.770 -11.010
C -0.349 -21.684 -10.375
C 0.390 -22.911 -10.883
C -0.303 -24.281 -10.656
N 1.771 -22.951 -10.567
H -2.623 -20.325 -9.799
H -3.437 -20.918 -11.250
H -2.052 -19.807 -11.445
H 0.220 -20.796 -10.649
H -0.579 -21.598 -9.313
H 0.290 -22.759 -11.958
H -1.356 -24.312 -10.933
H -0.312 -24.538 -9.597
H 0.160 -25.122 -11.173
H 2.227 -22.455 -11.320
H 2.125 -23.897 -10.579
C 9.051 -25.056 -5.970
O 8.438 -25.000 -7.219
C 7.116 -24.474 -7.313
C 6.049 -25.160 -6.431
C 5.799 -26.624 -6.844
N 4.802 -24.401 -6.515
H 9.320 -24.061 -5.617
H 9.918 -25.716 -6.014
H 8.396 -25.470 -5.204
H 7.116 -23.425 -7.019
H 6.821 -24.486 -8.362
H 6.238 -25.135 -5.357
H 6.593 -27.276 -6.480
H 5.768 -26.674 -7.932
H 4.939 -27.002 -6.290
H 4.578 -24.140 -7.464
H 4.780 -23.548 -5.975
C 4.290 -14.309 -5.103
C 5.729 -14.503 -4.942
C 6.275 -13.469 -3.941
O 5.938 -15.883 -4.475
H 4.093 -13.407 -5.682
H 3.631 -14.372 -4.237
H 3.870 -15.010 -5.823
H 6.189 -14.429 -5.927
H 5.936 -12.451 -4.138
H 7.362 -13.408 -3.984
H 5.956 -13.781 -2.947
H 6.866 -16.084 -4.328
C 7.209 -19.248 -10.189
C 6.780 -18.394 -11.417
C 7.189 -16.907 -11.276
O 7.185 -18.944 -12.644
H 8.297 -19.288 -10.238
H 6.919 -20.297 -10.260
H 6.746 -18.857 -9.283
H 5.707 -18.391 -11.609
H 6.668 -16.330 -12.041
H 8.215 -16.541 -11.270
H 6.684 -16.672 -10.339
H 8.141 -18.862 -12.673
C 12.499 -19.497 -14.882
O 11.398 -18.591 -14.671
H 12.441 -20.477 -14.409
H 12.578 -19.558 -15.968
H 13.338 -19.027 -14.368
H 11.406 -17.886 -15.322
C 2.856 -20.004 -3.739
O 4.083 -20.078 -4.558
H 2.637 -18.965 -3.494
H 2.095 -20.580 -4.266
H 3.082 -20.460 -2.775
H 4.515 -19.225 -4.475
C 9.356 -11.049 -9.300
O 10.668 -10.635 -9.500
H 9.073 -11.070 -8.248
H 8.688 -10.357 -9.814
H 9.314 -12.069 -9.681
H 10.621 -9.723 -9.204

---

No. 2
182
Properties=species:S:1:pos:R:3 method="wB97M-V/def2-TZVPD" multiplicity=1 homo_lumo_gap_ha=0.2683 charge=-1
Cl 13.746 15.824 11.549
O 13.933 14.661 10.717
O 13.464 15.343 12.846
O 14.964 16.585 11.557
O 12.607 16.677 11.184
C 13.849 9.765 8.685
O 14.073 8.501 8.145
H 14.556 10.075 9.454
H 13.864 10.427 7.819
H 12.868 9.765 9.160
H 14.823 8.060 8.551
C 13.531 11.491 11.806
C 14.827 11.373 12.629
C 15.693 10.272 12.072
O 15.510 12.546 12.347
H 13.795 11.716 10.772
H 12.895 12.303 12.160
H 13.057 10.521 11.657
H 14.658 11.284 13.703
H 15.888 10.422 11.010
H 15.179 9.328 12.250
H 16.660 10.277 12.575
H 14.869 13.260 12.374
C 16.869 22.087 8.224
C 17.207 20.749 7.628
C 17.521 19.768 8.735
O 16.115 20.227 6.911
H 16.144 22.591 7.585
H 17.803 22.619 8.404
H 16.424 21.970 9.212
H 18.059 20.974 6.986
H 16.641 19.583 9.350
H 18.302 20.204 9.359
H 17.893 18.829 8.325
H 16.438 19.499 6.374
C 15.421 17.930 14.818
C 15.154 16.766 15.849
C 16.345 16.380 16.717
O 14.149 17.216 16.805
H 15.710 18.760 15.463
H 14.560 18.209 14.212
H 16.246 17.809 14.116
H 14.834 15.911 15.254
H 16.466 17.077 17.545
H 17.286 16.301 16.172
H 16.178 15.362 17.069
H 14.188 16.553 17.497
C 12.182 13.975 7.201
C 10.919 13.741 8.014
C 10.851 12.384 8.783
O 10.926 14.679 9.062
H 12.498 15.017 7.236
H 12.105 13.591 6.183
H 13.044 13.610 7.759
H 10.031 13.970 7.425
H 11.747 12.265 9.392
H 10.974 11.511 8.142
H 9.897 12.334 9.307
H 11.828 14.657 9.390
C 18.345 17.963 12.320
C 18.529 16.449 11.908
C 19.987 16.045 12.058
O 17.784 15.720 12.873
H 17.330 18.244 12.041
H 19.024 18.643 11.805
H 18.632 18.095 13.363
H 18.178 16.320 10.884
H 20.247 15.060 11.672
H 20.212 16.150 13.120
H 20.587 16.778 11.519
H 16.894 16.073 12.945
C 8.022 14.004 14.346
C 8.695 15.031 13.449
C 9.612 14.392 12.460
O 7.656 15.689 12.736
H 7.573 13.182 13.789
H 7.180 14.473 14.856
H 8.673 13.530 15.080
H 9.146 15.836 14.030
H 9.002 13.913 11.694
H 10.271 13.642 12.897
H 10.178 15.108 11.863
H 6.941 15.051 12.675
C 16.314 12.244 8.184
C 17.470 13.203 7.814
C 17.575 14.326 8.818
O 18.640 12.474 7.733
H 15.374 12.791 8.121
H 16.413 11.887 9.209
H 16.353 11.353 7.557
H 17.356 13.659 6.830
H 17.590 13.991 9.856
H 16.681 14.944 8.733
H 18.454 14.939 8.617
H 18.799 11.986 8.544
C 7.769 15.964 8.706
C 8.682 17.208 8.539
C 7.931 18.456 8.785
O 9.672 17.113 9.483
H 6.862 15.868 8.109
H 7.514 15.825 9.757
H 8.217 15.094 8.226
H 9.165 17.309 7.567
H 8.570 19.334 8.690
H 7.402 18.434 9.738
H 7.119 18.537 8.063
H 9.963 16.199 9.443
C 12.518 11.830 15.536
C 12.807 13.279 15.976
C 11.598 14.188 15.824
O 13.306 13.113 17.321
H 13.397 11.202 15.683
H 12.346 11.791 14.460
H 11.643 11.368 15.991
H 13.705 13.587 15.442
H 10.789 14.003 16.531
H 11.265 14.201 14.786
H 11.925 15.223 15.919
H 13.519 13.944 17.751
C 14.625 17.347 7.380
C 13.592 18.400 7.099
C 12.120 17.997 7.238
O 13.786 19.398 7.970
H 14.425 16.402 6.875
H 14.641 17.121 8.446
H 15.642 17.688 7.187
H 13.849 18.775 6.109
H 11.909 17.611 8.235
H 11.822 17.291 6.462
H 11.405 18.804 7.076
H 14.564 19.877 7.676
C 17.386 21.089 12.992
C 16.697 22.405 13.390
C 16.011 23.188 12.227
O 15.667 21.942 14.327
H 17.943 21.223 12.065
H 16.607 20.339 12.857
H 17.978 20.840 13.873
H 17.362 23.163 13.804
H 15.203 22.621 11.766
H 16.768 23.409 11.475
H 15.619 24.181 12.447
H 16.127 21.753 15.148
C 18.012 10.840 17.271
C 16.870 11.842 17.020
C 16.881 12.289 15.567
O 15.630 11.267 17.359
H 18.121 10.590 18.326
H 18.938 11.208 16.827
H 17.794 9.897 16.769
H 16.941 12.724 17.657
H 16.759 11.503 14.821
H 17.855 12.636 15.224
H 16.185 13.099 15.348
H 14.959 11.902 17.099
O 11.331 17.707 14.071
H 12.182 17.291 14.212
H 11.118 17.515 13.158
O 9.568 19.508 14.871
H 10.053 18.751 14.542
H 8.875 19.133 15.414
O 10.949 20.582 12.820
H 10.894 20.261 11.920
H 11.886 20.700 12.977
O 14.535 19.652 10.745
H 14.658 18.702 10.755
H 14.445 19.872 9.817
O 18.271 13.126 12.316
H 17.418 12.754 12.091
H 18.087 14.043 12.521
O 12.013 19.144 16.630
H 12.716 18.538 16.394
H 11.783 18.907 17.528
O 13.515 20.780 12.997
H 13.921 20.363 12.237
H 14.238 21.221 13.443
O 8.946 17.900 12.061
H 9.222 17.889 11.145
H 8.506 17.059 12.189
O 11.080 19.392 10.370
H 10.693 18.567 10.078
H 12.015 19.297 10.185

---

No. 3
74
Properties=species:S:1:pos:R:3 method="wB97M-V/def2-TZVPD" s_squared=0.767 relative_energy_kj_mol=74.44 multiplicity=2 homo_lumo_gap_ha="0.2188 / 0.1763" charge=-2
Ir -0.154 -0.165 -0.910
O -4.316 0.968 3.600
C -3.457 0.739 2.781
C -2.684 1.777 1.996
O -2.803 2.989 2.115
C -1.813 1.019 1.121
C -1.930 -0.357 1.335
O -1.194 -1.172 0.699
C -2.946 -0.633 2.360
O -3.326 -1.705 2.780
O -0.910 1.478 0.302
S 6.546 -2.955 -1.366
C 5.020 -2.350 -1.238
S 3.638 -3.097 -1.961
C 2.428 -1.979 -1.374
C 2.906 -0.938 -0.632
S 1.927 0.209 0.102
S 4.641 -0.889 -0.402
S 0.793 -2.190 -1.708
O 0.516 0.398 3.365
S 1.001 1.578 2.602
C 0.535 3.021 3.583
C 0.547 4.278 2.999
C 0.130 5.373 3.740
C -0.292 5.203 5.052
C -0.293 3.939 5.627
C 0.119 2.839 4.889
C 2.758 1.711 3.033
C 3.266 0.882 4.015
C 4.627 0.914 4.293
C 5.465 1.762 3.582
C 4.943 2.588 2.594
C 3.585 2.562 2.315
H 0.855 4.391 1.966
H 0.114 6.356 3.287
H -0.644 6.055 5.620
H -0.631 3.805 6.647
H 0.094 1.834 5.294
H 2.589 0.206 4.522
H 5.037 0.263 5.057
H 6.530 1.759 3.777
H 5.598 3.239 2.028
H 3.171 3.177 1.523
Br -3.096 0.513 -6.182
C -2.962 1.661 -4.668
C -3.140 3.012 -4.929
C -3.084 3.931 -3.893
C -2.853 3.496 -2.599
C -2.667 2.147 -2.353
C -2.702 1.202 -3.378
C -2.547 -0.265 -2.993
O -3.096 -1.120 -3.667
O -1.923 -0.506 -1.890
H -3.329 3.335 -5.944
H -3.223 4.985 -4.104
H -2.827 4.200 -1.777
H -2.475 1.801 -1.347
C 0.751 0.812 -6.541
C 0.556 -0.325 -5.728
C 0.473 -0.198 -4.371
C 0.576 1.061 -3.722
C 0.478 1.220 -2.294
C 0.643 2.498 -1.796
C 0.823 3.623 -2.624
C 0.871 3.486 -3.978
C 0.769 2.202 -4.555
C 0.849 2.041 -5.963
H 0.802 0.703 -7.618
H 0.443 -1.300 -6.185
H 0.310 -1.075 -3.767
H 0.593 2.659 -0.728
H 0.911 4.604 -2.169
H 0.977 4.351 -4.625
H 0.989 2.927 -6.575

---

No. 4
73
Properties=species:S:1:pos:R:3 method="wB97M-V/def2-TZVPD" s_squared=3.939 multiplicity=4 homo_lumo_gap_ha="0.2073 / 0.2267" charge=+2
Mn 1.272 -0.002 -1.141
N 3.231 1.430 2.379
C 2.529 1.201 1.272
S 3.085 -0.096 0.227
N 1.484 1.939 1.022
N 0.844 1.604 -0.129
C -0.249 2.228 -0.471
C -0.976 3.203 0.347
C -0.354 4.087 1.239
C -1.116 4.956 2.002
C -2.500 4.948 1.907
C -3.131 4.071 1.033
C -2.378 3.214 0.253
C -0.770 1.798 -1.791
C -1.544 2.606 -2.602
C -1.913 2.146 -3.856
C -1.514 0.881 -4.261
C -0.708 0.143 -3.425
N -0.330 0.601 -2.226
H 4.062 0.904 2.588
H 2.979 2.197 2.981
H 0.722 4.113 1.307
H -0.623 5.650 2.671
H -3.089 5.628 2.510
H -4.210 4.059 0.957
H -2.889 2.523 -0.406
H -1.830 3.590 -2.256
H -2.498 2.774 -4.515
H -1.802 0.476 -5.221
H -0.348 -0.835 -3.713
Cl 2.459 3.402 -2.464
C 2.997 1.874 -3.057
C 2.393 0.728 -2.604
C 2.813 -0.470 -3.110
Cl 1.898 -1.819 -2.378
C 3.840 -0.646 -4.007
Cl 4.296 -2.206 -4.518
C 4.464 0.522 -4.453
Cl 5.746 0.407 -5.567
C 4.036 1.779 -3.988
Cl 4.797 3.193 -4.558
C 1.201 -0.931 5.104
C 1.978 -1.701 4.245
C 1.634 -1.808 2.905
C 0.505 -1.147 2.434
C -0.272 -0.374 3.287
C 0.078 -0.270 4.625
As -0.005 -1.314 0.578
C -1.914 -1.466 0.644
C -2.843 -0.461 0.854
C -4.187 -0.798 0.945
C -4.574 -2.125 0.813
C -3.633 -3.123 0.591
C -2.286 -2.802 0.500
C -1.176 -3.762 0.269
C -1.312 -5.128 0.067
C -0.187 -5.914 -0.149
C 1.083 -5.352 -0.163
C 1.233 -3.984 0.032
C 0.103 -3.207 0.251
H 1.467 -0.855 6.151
H 2.845 -2.229 4.620
H 2.235 -2.422 2.248
H -1.154 0.138 2.922
H -0.534 0.321 5.297
H -2.536 0.570 0.966
H -4.927 -0.031 1.132
H -5.621 -2.388 0.887
H -3.956 -4.151 0.494
H -2.293 -5.588 0.075
H -0.303 -6.978 -0.312
H 1.953 -5.974 -0.322
H 2.226 -3.548 0.029

---

Number 1: E -2758.476659 hartree. Number 2: E -3896.685967 hartree. Number 3: E -7092.102460 hartree. Number 4: E -7728.784739 hartree.